Record 1
DFT (wB97M-V/def2-TZVPD) results for a cluster of 9 separate species, C35H46BrN9O2 in total.

Last column: Löwdin charge in e.
Atoms and positions in Å:
C (0.295, 3.268, 3.133)  -0.0744
C (0.124, 1.917, 2.453)  -0.2735
N (1.119, 0.875, 2.860)  -0.4056
Br (1.998, 0.114, 1.379)  0.9120
C (2.023, 1.289, 3.889)  -0.6617
O (1.656, 1.262, 5.032)  0.1406
O (3.225, 1.792, 3.531)  0.0837
H (1.290, 3.689, 2.992)  0.0837
H (-0.420, 3.954, 2.671)  0.0875
H (0.047, 3.217, 4.194)  0.0819
H (0.170, 2.051, 1.372)  0.0761
H (-0.868, 1.522, 2.686)  0.1177
H (3.683, 1.222, 2.900)  0.0612
C (1.637, -3.404, 7.276)  -0.1171
C (0.881, -2.476, 8.043)  -0.1137
C (0.591, -1.414, 7.228)  -0.1384
N (1.138, -1.664, 6.002)  0.0056
C (1.779, -2.873, 6.021)  -0.1467
H (2.032, -4.349, 7.608)  0.0871
H (0.587, -2.577, 9.074)  0.0875
H (0.047, -0.504, 7.415)  0.1077
H (1.086, -1.041, 5.217)  0.1093
H (2.279, -3.251, 5.146)  0.1003
C (5.486, -0.257, -2.824)  -0.0990
C (6.500, 0.398, -2.071)  -0.1058
C (5.965, 0.703, -0.847)  -0.1584
N (4.669, 0.267, -0.836)  0.0041
C (4.369, -0.323, -2.034)  -0.1458
H (5.569, -0.636, -3.828)  0.0928
H (7.505, 0.615, -2.391)  0.0933
H (6.393, 1.196, 0.011)  0.1095
H (4.031, 0.369, -0.065)  0.0203
H (3.391, -0.737, -2.221)  0.0961
C (1.392, -3.357, -2.013)  -0.0989
C (0.303, -4.261, -2.145)  -0.1018
C (-0.416, -4.202, -0.981)  -0.1590
N (0.200, -3.305, -0.149)  0.0124
C (1.293, -2.778, -0.777)  -0.1616
H (2.150, -3.147, -2.749)  0.0901
H (0.067, -4.872, -2.999)  0.0970
H (-1.311, -4.718, -0.675)  0.1084
H (-0.109, -3.058, 0.773)  0.1374
H (1.880, -2.019, -0.295)  0.0235
C (7.048, 5.723, 0.391)  -0.1125
C (5.670, 5.740, 0.739)  -0.1136
C (5.064, 4.724, 0.049)  -0.1466
N (6.021, 4.095, -0.698)  0.0013
C (7.232, 4.697, -0.498)  -0.1421
H (7.815, 6.388, 0.751)  0.0888
H (5.182, 6.421, 1.416)  0.0881
H (4.038, 4.396, 0.027)  0.1013
H (5.859, 3.307, -1.301)  0.1175
H (8.117, 4.345, -0.999)  0.1051
C (0.168, 1.292, -1.899)  -0.1199
C (-1.110, 1.465, -2.499)  -0.1083
C (-0.901, 1.881, -3.786)  -0.1365
N (0.450, 1.966, -3.984)  0.0090
C (1.111, 1.611, -2.841)  -0.1388
H (0.369, 0.971, -0.891)  0.0268
H (-2.072, 1.302, -2.040)  0.0906
H (-1.594, 2.123, -4.573)  0.1010
H (0.891, 2.250, -4.839)  0.1455
H (2.187, 1.615, -2.797)  0.0961
C (-3.976, -2.420, -4.116)  -0.1282
C (-5.066, -2.995, -3.400)  -0.1207
C (-4.637, -3.225, -2.120)  -0.1344
N (-3.332, -2.817, -2.042)  0.0137
C (-2.921, -2.326, -3.250)  -0.1231
H (-3.971, -2.112, -5.149)  0.0979
H (-6.050, -3.212, -3.781)  0.0971
H (-5.143, -3.642, -1.266)  0.1062
H (-2.746, -2.879, -1.231)  0.0997
H (-1.920, -1.954, -3.386)  0.1118
C (-5.443, 2.519, -4.570)  -0.1156
C (-6.652, 2.427, -3.828)  -0.1154
C (-6.779, 1.126, -3.418)  -0.1421
N (-5.698, 0.431, -3.883)  0.0182
C (-4.879, 1.269, -4.583)  -0.1509
H (-5.035, 3.399, -5.038)  0.0863
H (-7.346, 3.224, -3.621)  0.0872
H (-7.544, 0.639, -2.838)  0.1034
H (-5.523, -0.549, -3.730)  0.0968
H (-3.967, 0.908, -5.027)  0.0961
C (-4.892, -2.630, 3.288)  -0.1069
C (-5.990, -2.148, 2.523)  -0.1052
C (-5.519, -1.839, 1.276)  -0.1440
N (-4.178, -2.113, 1.259)  -0.0001
C (-3.788, -2.595, 2.481)  -0.1447
H (-4.912, -2.961, 4.312)  0.0922
H (-7.010, -2.041, 2.853)  0.0915
H (-6.017, -1.449, 0.405)  0.1059
H (-3.574, -1.971, 0.473)  0.1103
H (-2.766, -2.872, 2.672)  0.0989

Multiplicity = 1
Largest force on an atom = 0.85 eV Å⁻¹
SMILES string = CCN(Br)C(=O)O.c1cc[nH]c1.c1cc[nH]c1.c1cc[nH]c1.c1cc[nH]c1.c1cc[nH]c1.c1cc[nH]c1.c1cc[nH]c1.c1cc[nH]c1
HOMO-LUMO gap = 0.2692 Eh
HOMO energy = -8.158 eV
Lowest unoccupied orbital energy = -0.03063 Eh

=====

Record 2
DFT (wB97M-V/def2-TZVPD) results for a structure of composition C35H46CrN6O3P2 at a distorted geometry.

Last column: Löwdin charge in e.
Atoms and positions in Å:
Cr (0.498, -0.099, 3.200)  0.7420
C (-0.924, 1.539, 2.705)  -0.1664
C (-1.127, 0.387, 1.915)  -0.1767
C (-0.723, 0.244, 0.455)  -0.1841
C (0.658, -0.398, 0.218)  -0.1804
C (1.629, -0.167, 1.345)  -0.1861
C (1.851, 1.074, 1.977)  -0.1769
C (1.226, 2.387, 1.605)  -0.1571
C (-0.082, 2.725, 2.371)  -0.1671
C (0.884, -1.963, 3.912)  -0.2089
H (-1.677, 1.727, 3.484)  0.1236
H (-1.952, -0.277, 2.232)  0.1351
H (-0.782, 1.208, -0.076)  0.0985
H (-1.491, -0.391, -0.018)  0.1173
H (0.523, -1.482, 0.086)  0.1191
H (1.072, -0.064, -0.750)  0.1113
H (2.443, -0.906, 1.402)  0.1273
H (2.799, 1.190, 2.526)  0.1170
H (1.061, 2.477, 0.522)  0.1167
H (1.966, 3.166, 1.850)  0.1248
H (0.191, 3.263, 3.298)  0.1204
H (-0.670, 3.462, 1.796)  0.1275
H (0.331, -2.128, 4.856)  -0.0039
H (1.965, -2.054, 4.119)  -0.0008
H (0.580, -2.727, 3.182)  -0.0071
P (1.588, -1.375, -4.734)  1.0541
P (-1.507, -1.047, -4.387)  1.0345
N (3.059, -0.432, -4.754)  -0.2802
N (2.269, -2.671, -5.745)  -0.2615
N (-1.684, 0.671, -4.140)  -0.2692
N (-3.196, -1.315, -4.850)  -0.2712
C (0.683, -0.486, -6.084)  -0.3938
C (-0.783, -0.945, -6.112)  -0.3955
C (3.606, 0.116, -3.584)  -0.1504
C (4.662, 0.943, -3.932)  -0.0981
C (4.773, 0.920, -5.365)  -0.0831
C (3.770, 0.084, -5.842)  -0.1354
C (2.443, -3.971, -5.252)  -0.1497
C (3.010, -4.756, -6.250)  -0.0965
C (3.167, -3.926, -7.409)  -0.0844
C (2.699, -2.660, -7.073)  -0.1552
C (-1.484, 1.304, -2.908)  -0.1378
C (-1.653, 2.669, -3.072)  -0.0879
C (-1.934, 2.901, -4.457)  -0.0769
C (-1.934, 1.664, -5.088)  -0.1623
C (-4.055, -0.617, -5.709)  -0.1340
C (-5.162, -1.412, -5.986)  -0.0862
C (-4.978, -2.658, -5.288)  -0.0977
C (-3.769, -2.577, -4.610)  -0.1605
H (1.136, -0.619, -7.079)  0.0667
H (0.766, 0.587, -5.840)  0.0874
H (-1.377, -0.298, -6.775)  0.0673
H (-0.873, -1.971, -6.509)  0.0882
H (3.174, -0.145, -2.629)  0.0825
H (5.285, 1.509, -3.253)  0.0898
H (5.500, 1.448, -5.970)  0.0925
H (3.499, -0.171, -6.855)  0.0838
H (2.114, -4.207, -4.252)  0.0917
H (3.270, -5.798, -6.170)  0.0873
H (3.554, -4.221, -8.374)  0.0916
H (2.605, -1.777, -7.687)  0.0806
H (-1.212, 0.704, -2.049)  0.0638
H (-1.566, 3.426, -2.303)  0.0913
H (-2.094, 3.848, -4.949)  0.0943
H (-2.054, 1.420, -6.131)  0.0887
H (-3.823, 0.378, -6.050)  0.0810
H (-6.004, -1.140, -6.604)  0.0899
H (-5.652, -3.496, -5.290)  0.0861
H (-3.250, -3.279, -3.981)  0.0871
C (-1.112, -0.195, 9.786)  -0.0883
C (-0.791, -0.483, 8.328)  -0.1650
C (-0.560, 0.788, 7.468)  -0.2705
C (-1.663, 1.882, 7.664)  -0.1687
C (-3.104, 1.446, 7.483)  -0.0858
C (0.767, 1.435, 7.896)  -0.3743
O (1.071, 1.706, 9.054)  0.0693
N (1.667, 1.761, 6.901)  0.1997
C (1.634, 1.412, 5.540)  -0.4990
O (2.550, 1.773, 4.807)  0.0496
N (0.544, 0.672, 5.156)  0.0641
C (-0.517, 0.405, 5.967)  -0.4139
O (-1.500, -0.163, 5.454)  0.0169
H (-0.368, 0.514, 10.177)  0.0691
H (-1.065, -1.120, 10.375)  0.0794
H (-2.121, 0.229, 9.891)  0.0669
H (0.138, -1.071, 8.265)  0.1286
H (-1.581, -1.091, 7.872)  0.1202
H (-1.522, 2.322, 8.661)  0.1215
H (-1.422, 2.669, 6.933)  0.1238
H (-3.515, 1.000, 8.396)  0.0696
H (-3.704, 2.333, 7.250)  0.0769
H (-3.185, 0.738, 6.651)  0.0694
H (2.522, 2.223, 7.194)  0.1624

Multiplicity = 5
Largest force on an atom = 2.91 eV Å⁻¹
HOMO-LUMO gap (spin up / spin down) = 0.2858 / 0.2805 Eh
HOMO energy (spin up / spin down) = -7.908 / -8.543 eV
Lowest unoccupied orbital energy (spin up / spin down) = -0.00482 / -0.03345 Eh

=====

Number 1: E_tot -4578.4719 Eh. Number 2: E_tot -3642.6628 Eh.